[1]
5 unconnected molecules or ions with the total composition C5H22NO5S at a distorted geometry. Source: the OMol25 dataset; level of theory: ωB97M-V/def2-TZVPD.

As for the multiplicity: 1. The largest force on an atom is 4.38 eV Å⁻¹. The HOMO-LUMO gap comes out at 8.7 eV. The total charge is +1.

Positions of all 34 atoms, in Å:
H: 1.3252 0.7622 1.8904
O: 1.1241 3.1774 -0.2177
H: -1.7320 -1.9170 -2.5867
S: -0.5632 0.0507 -2.8698
H: -2.7625 -1.7237 2.1898
C: -0.0790 2.6572 0.2788
H: -0.1033 -2.7339 2.5674
H: -2.1529 1.2824 0.5634
O: 0.6982 -2.1657 2.2296
H: -1.6316 -0.3515 0.2527
H: 0.5596 0.9062 -0.5289
H: -1.0021 3.1355 -0.1997
C: -0.0415 1.1568 0.3041
O: 0.9463 -2.7431 -0.3534
H: -0.0482 -2.3901 -2.9373
O: 3.1413 0.2694 1.6911
H: -1.8141 -0.8085 3.1682
H: -0.4773 -1.9827 -1.3422
C: -0.6783 -1.6100 -2.3264
H: -1.7444 1.9496 -1.6413
C: -1.8200 0.8701 -1.4952
H: 3.9126 0.4091 1.1080
H: 3.3872 -0.4413 2.3367
H: 1.1900 2.8530 -1.0643
H: 1.2947 -3.5615 -0.5675
H: 0.8013 -2.6004 1.3237
C: -1.4073 0.7014 -0.0420
H: -0.1601 3.1216 1.2906
O: -1.8655 -1.3702 2.3868
H: -2.7587 0.4058 -1.7226
H: 0.0061 1.0384 2.4784
N: 0.4119 0.6198 1.6747
H: 1.6254 -2.0732 -0.3551
H: 0.2151 -0.4241 1.7633

Cartesian forces (eV/Å) of the 3 atoms listed first:
4.367 0.293 -0.207
-0.254 1.159 2.633
0.873 0.012 0.375


[2]
2 unconnected molecules or ions with the total composition C6H10O at a distorted geometry. Source: the OMol25 dataset; level of theory: ωB97M-V/def2-TZVPD.

As for the multiplicity: 1. The largest force on an atom is 3.70 eV Å⁻¹. The HOMO-LUMO gap comes out at 9.2 eV. The structure (SMILES) is CC#CC.C=CO.

Positions of all 17 atoms, in Å:
H: -0.6545 -2.4234 -1.4804
H: -0.9033 1.1550 3.2873
C: -0.6399 0.4057 1.3285
O: 1.7999 -2.1154 -0.6447
H: 1.7228 -0.6814 -2.0528
H: -0.6955 2.3707 -0.8763
H: 1.0801 2.4111 -0.3723
C: -0.0059 0.7451 0.3312
H: 0.4640 1.3105 -1.5996
H: -0.8698 -0.8425 -2.2511
C: 0.2157 1.8126 -0.6625
H: -2.4025 0.6269 2.5111
C: 1.0656 -1.1605 -1.3256
C: -0.1666 -1.5139 -1.7959
H: -1.2430 -0.5508 3.0896
C: -1.3353 0.4210 2.6000
H: 2.5683 -1.9706 -0.0864

Cartesian forces (eV/Å) of the 3 atoms listed first:
0.116 -0.148 0.541
0.004 -0.002 -0.206
1.472 1.292 -2.042


[3]
A single C4H5N3O3 molecule at a distorted geometry. Source: the OMol25 dataset; level of theory: ωB97M-V/def2-TZVPD.

As for the multiplicity: 1. The largest force on an atom is 4.20 eV Å⁻¹. The HOMO-LUMO gap comes out at 9.8 eV. The structure (SMILES) is CC(=O)n1[nH]c(=O)[nH]c1=O.

Positions of all 15 atoms, in Å:
H: -1.0398 -0.2164 -2.2740
C: 1.2309 -0.3068 -0.4312
C: -1.5203 -0.0418 -0.2053
H: -0.6163 1.1090 1.9979
O: 2.0415 1.2875 2.5420
H: -2.6447 -0.8482 -1.8407
O: -2.4379 0.3723 0.4657
H: -1.1672 -1.7434 -1.4155
N: 2.0480 0.2004 0.4888
N: 0.1155 0.7567 1.3974
C: 1.4418 0.8232 1.6151
C: -1.6109 -0.7558 -1.5243
H: 3.0542 0.1423 0.4066
O: 1.3381 -0.8868 -1.4523
N: -0.2329 0.1079 0.2298

Cartesian forces (eV/Å) of the 3 atoms listed first:
0.047 -0.017 -0.104
-4.035 0.710 0.867
0.283 -0.043 -0.051


[4]
A single C18H21NO4 molecule at a distorted geometry. Source: the OMol25 dataset; level of theory: ωB97M-V/def2-TZVPD.

As for the multiplicity: 1. The largest force on an atom is 4.55 eV Å⁻¹. The HOMO-LUMO gap comes out at 8.1 eV. The structure (SMILES) is COc1ccc(C(c2ccc(OC)cc2)C(C)(C)[N+](=O)[O-])cc1.

Positions of all 44 atoms, in Å:
H: -1.4214 2.4656 -1.4366
C: -4.9583 1.3877 3.0613
H: -4.3737 1.6235 3.9490
O: -4.4766 2.0793 1.8909
C: -0.2499 2.1211 -3.1207
H: -5.9560 1.7710 3.1899
C: 2.7242 -0.2647 -0.2666
O: 3.8653 -3.2485 1.4259
C: 2.9619 -2.4429 0.8158
H: 3.1342 -3.9340 3.3158
C: -2.8647 2.3747 0.1485
H: -3.5344 3.0913 -0.3377
C: 0.2885 0.8521 -2.3509
H: 3.1785 0.6833 -0.6214
C: 1.2980 -0.3259 -0.0988
C: 0.7511 -1.4836 0.5014
C: 0.5078 0.8537 -0.5362
H: -1.3229 -0.3533 -3.2835
N: 1.7959 0.8880 -2.8192
H: -5.0075 0.3109 2.9071
H: -0.1252 -1.3305 -2.4277
H: -0.3247 -1.5901 0.6732
C: -3.2353 1.7885 1.3925
H: -2.5151 0.5371 3.0192
O: 2.3963 -0.1140 -3.2253
H: 0.3634 -0.5546 -4.0338
C: 1.5587 -2.4882 1.0482
C: 3.4746 -4.3085 2.3385
H: -0.4311 -0.0388 1.9289
O: 2.3180 1.9958 -2.4347
C: -1.6979 2.0014 -0.4906
H: -0.0937 3.0775 -2.5843
C: 3.4946 -1.3354 0.1248
H: 0.3133 2.1766 -4.0921
C: -0.7907 1.0867 0.0987
H: 1.1447 -3.2459 1.6866
H: 4.5766 -1.2490 -0.0528
H: 4.3907 -4.8749 2.4971
H: 2.7074 -4.9676 1.9067
C: -1.1202 0.5769 1.3585
C: -2.2872 0.9235 2.0360
H: -1.3369 2.0681 -3.3174
C: -0.2358 -0.4261 -3.0709
H: 1.1156 1.8422 -0.7129

Cartesian forces (eV/Å) of the 3 atoms listed first:
-0.495 -0.162 0.779
0.415 0.432 -0.694
0.163 0.000 -0.002


[5]
10 unconnected molecules or ions with the total composition C6H28NO10 at a distorted geometry. Source: the OMol25 dataset; level of theory: ωB97M-V/def2-TZVPD.

As for the multiplicity: 1. The largest force on an atom is 2.63 eV Å⁻¹. The HOMO-LUMO gap comes out at 8.9 eV. The total charge is -1.

Positions of all 45 atoms, in Å:
H: -3.6065 0.6102 -0.3930
O: -2.4067 2.6023 0.7266
H: -0.8499 -1.6292 1.7962
C: 1.6552 -0.6246 0.0980
C: 1.1903 0.6982 -2.8851
H: 4.4977 -0.2533 1.2482
O: 5.0672 -1.0193 1.2588
O: 0.8321 3.6061 1.1416
H: 0.5772 -0.5665 -0.2245
O: -4.3805 0.9994 0.1277
O: -0.2124 0.4986 -2.7269
H: 2.6929 -0.4457 2.0209
H: 3.3543 0.1279 -0.8339
N: 0.6733 -0.2928 2.2856
C: 1.7283 -0.4370 1.4156
H: -3.2601 2.2093 0.4122
H: 0.3893 3.2754 1.9306
H: 2.9071 -0.6583 -3.1122
H: -1.7509 2.2102 0.1302
C: 2.6641 -0.6963 -1.0643
H: -1.1059 -0.5052 3.2270
O: -2.1874 0.2409 -1.0733
O: -2.2865 -2.2782 -1.0840
H: -2.3542 0.4441 -2.0010
H: 0.2317 -2.8853 -0.3497
H: 4.6576 -1.8583 1.4676
H: 3.2222 -1.6199 -0.9440
H: 0.1644 3.8452 0.4887
C: 2.0110 -0.5315 -2.4391
H: -2.3218 4.2056 0.2554
H: -1.0753 5.0922 0.8149
H: -1.2467 -3.2222 -0.1535
H: 1.3965 1.5930 -2.3286
O: -1.5768 4.8274 0.0115
H: 1.3466 -1.3956 -2.7421
H: -2.2113 -1.2105 -1.0869
H: -0.6937 0.3462 -1.8801
H: -2.4049 -2.5546 -1.9947
H: -4.7888 0.4287 0.7746
O: -0.3191 -3.4767 0.1771
H: 1.2612 0.8637 -3.9630
O: -0.1306 -3.4537 3.2988
C: -0.4452 -0.8416 2.4134
H: -0.5591 -3.7532 2.4774
H: -0.3461 -2.5150 3.2808

Cartesian forces (eV/Å) of the 3 atoms listed first:
0.043 -0.666 0.432
-0.546 -0.150 -0.094
0.066 -0.212 -0.690


[6]
2 unconnected molecules or ions with the total composition C6H12O2 at a distorted geometry. Source: the OMol25 dataset; level of theory: ωB97M-V/def2-TZVPD.

As for the multiplicity: 1. The largest force on an atom is 2.54 eV Å⁻¹. The HOMO-LUMO gap comes out at 9.8 eV. The structure (SMILES) is C/C=C\C.C=COO.

Positions of all 20 atoms, in Å:
H: -2.2583 -0.8939 -0.6622
C: 1.6935 0.6009 2.1690
H: 1.1659 0.5201 -1.6633
H: -0.5345 -1.8922 1.1222
C: -1.5345 1.1198 -1.1068
H: -2.4623 1.3588 -1.6254
H: -0.7119 1.5675 -1.6618
H: -0.0616 1.7586 2.0707
C: 0.4174 0.8097 1.8565
H: -1.5628 1.6270 -0.1425
C: 1.0761 -0.5619 -1.7092
O: -0.2122 -1.4809 1.9462
C: -1.3587 -0.3493 -0.9202
H: 2.2011 -0.2861 1.8303
H: -0.2921 -2.1217 -1.0824
C: -0.2121 -1.0399 -1.1110
H: 1.9073 -1.0206 -1.1721
O: -0.6365 -0.1195 1.8116
H: 2.2247 1.2917 2.7974
H: 1.1515 -0.8880 -2.7469

Cartesian forces (eV/Å) of the 3 atoms listed first:
0.040 -0.135 0.233
-0.245 -0.529 -0.867
0.167 0.021 -0.031


Ordered highest occupied orbital energy results: -11.528, -8.285, -9.344, -8.062, -6.044, -8.883; unit eV.
Ordered energy relative to the best compared isomer or geometry (same formula, charge and spin) results: 48.0, 94.8, 15.7, 155.8, 0.0, 130.9; unit kcal/mol.